Entry 1:
ORCA calculation (ωB97M-V/def2-TZVPD) on 2 unconnected molecules or ions with the total composition C3H2O3 at a distorted geometry.

Geometry (Å):
C -2.696 0.529 1.972
C 0.614 0.529 -0.157
C -0.176 -0.423 0.139
O -2.567 1.655 2.099
O -2.861 -0.596 1.826
O -0.038 0.693 1.120
H 1.326 1.115 -0.674
H -0.792 -1.279 0.192

Summary:
Highest occupied orbital energy, eV: -8.39
LUMO level, eV: 0.80
SMILES string: C1=CO1.O=C=O
Largest force on an atom, hartree/bohr: 0.03632
Molar mass, g/mol: 86.0
Energy relative to the best compared isomer or geometry (same formula, charge and spin), kJ/mol: 329.2

Entry 2:
ORCA calculation (ωB97M-V/def2-TZVPD) on a molecular structure, C44H40IrN4O7S5 at a distorted geometry.

Geometry (Å):
Ir 1.305 0.829 -2.541
O 4.317 0.428 0.560
S 3.217 1.113 -0.099
O 0.787 -0.761 -0.765
O 3.258 0.950 -1.576
C 3.614 2.920 0.187
C 4.826 3.295 0.732
C 4.978 4.619 1.127
C 3.935 5.524 0.984
C 2.724 5.123 0.436
C 2.574 3.803 0.046
S 1.055 3.186 -0.656
O -0.041 4.002 -0.227
O 0.963 1.796 -0.117
O 1.251 3.118 -2.104
H 5.612 2.561 0.837
H 5.908 4.933 1.576
H 4.063 6.546 1.306
H 1.890 5.794 0.318
N -0.596 0.596 -2.910
S -1.882 0.369 -2.155
N -1.950 -0.693 -0.946
S -1.114 -1.351 0.200
N -0.537 -0.508 1.429
S 0.972 -0.046 1.542
N 1.670 -0.684 0.222
C 1.757 -0.995 2.844
C 1.117 -1.108 4.071
C 1.730 -1.812 5.093
C 2.970 -2.399 4.883
C 3.594 -2.293 3.651
C 2.991 -1.588 2.619
C 0.836 1.607 2.295
C 1.965 2.201 2.825
C 1.838 3.454 3.411
C 0.602 4.078 3.459
C -0.515 3.463 2.915
C -0.402 2.219 2.319
C -0.311 -2.901 -0.273
C 0.366 -3.596 0.712
C 0.991 -4.785 0.366
C 0.912 -5.260 -0.934
C 0.213 -4.551 -1.901
C -0.404 -3.354 -1.577
C -2.483 -2.107 1.094
C -2.622 -1.935 2.461
C -3.568 -2.673 3.154
C -4.370 -3.581 2.480
C -4.246 -3.726 1.107
C -3.302 -2.992 0.409
C -2.557 1.882 -1.462
C -2.243 3.081 -2.074
C -2.735 4.254 -1.524
C -3.526 4.209 -0.387
C -3.856 2.993 0.193
C -3.365 1.813 -0.340
C -3.115 -0.317 -3.289
C -2.742 -0.544 -4.603
C -3.686 -1.039 -5.490
C -4.980 -1.291 -5.060
C -5.338 -1.052 -3.742
C -4.404 -0.558 -2.844
H 0.161 -0.634 4.226
H 1.244 -1.901 6.052
H 3.449 -2.931 5.690
H 4.556 -2.757 3.495
H 3.482 -1.465 1.669
H 2.920 1.703 2.778
H 2.705 3.934 3.834
H 0.507 5.050 3.920
H -1.474 3.954 2.943
H -1.249 1.741 1.854
H 0.401 -3.211 1.722
H 1.546 -5.336 1.109
H 1.405 -6.181 -1.197
H 0.154 -4.932 -2.907
H -0.941 -2.772 -2.312
H -1.975 -1.237 2.964
H -3.665 -2.550 4.221
H -5.083 -4.182 3.022
H -4.869 -4.428 0.579
H -3.187 -3.114 -0.656
H -1.613 3.091 -2.948
H -2.496 5.199 -1.985
H -3.895 5.126 0.047
H -4.504 2.954 1.057
H -3.589 0.854 0.103
H -1.729 -0.329 -4.909
H -3.409 -1.215 -6.518
H -5.718 -1.664 -5.755
H -6.345 -1.235 -3.402
H -4.670 -0.364 -1.818
C 3.919 -2.012 -3.084
C 2.782 -1.901 -4.079
O 1.578 -1.440 -3.449
H 4.858 -2.158 -3.607
H 3.765 -2.856 -2.413
H 3.983 -1.092 -2.503
H 2.562 -2.873 -4.537
H 3.007 -1.184 -4.867
H 1.515 -1.901 -2.600

Summary:
Highest occupied orbital energy (alpha / beta), eV: -13.12 / -12.98
LUMO level (alpha / beta), eV: -7.58 / -7.31
Largest force on an atom, hartree/bohr: 0.07492
Molar mass, g/mol: 1089.4
2S+1: 2
Energy relative to the best compared isomer or geometry (same formula, charge and spin), kJ/mol: 707.2
Net charge: +2

Entry 3:
ORCA calculation (ωB97M-V/def2-TZVPD) on C5H7N3 in the gas phase at a distorted geometry.

Geometry (Å):
C -0.120 1.576 -0.839
C -0.298 0.993 0.545
C -0.870 -0.361 1.099
C -1.602 -0.963 0.113
C 1.482 -0.634 -0.025
H 1.119 1.867 -1.038
H -0.882 2.275 -1.376
H -0.303 0.484 -1.340
H -0.641 1.694 1.311
H -1.073 -0.759 2.204
H 2.313 -0.116 -0.334
H 0.792 -2.576 -0.265
N -2.391 -1.542 -0.618
N 0.705 -0.037 0.892
N 1.770 -1.902 -0.328

Summary:
Highest occupied orbital energy, eV: -9.49
LUMO level, eV: 0.42
SMILES string: [H]/N=C\N1[C@H](C#N)[C@@H]1C
Largest force on an atom, hartree/bohr: 0.19061
Molar mass, g/mol: 109.1
Energy relative to the best compared isomer or geometry (same formula, charge and spin), kJ/mol: 629.1

Entry 4:
ORCA calculation (ωB97M-V/def2-TZVPD) on a gas-phase ion, C18H42BNO3P (charge -1).

Geometry (Å):
C -4.131 2.881 5.734
C -5.102 1.813 5.208
C -4.458 0.857 4.193
C -5.389 0.281 3.118
C -6.360 1.271 2.475
C -5.748 2.560 1.919
C -4.855 2.373 0.684
C -3.385 2.028 0.969
C -2.415 2.454 -0.155
C -1.980 1.285 -1.040
C -0.985 0.329 -0.345
C 0.344 0.083 -1.103
C 0.621 -1.381 -1.432
P 2.323 -1.638 -2.321
C 4.033 -1.799 -3.233
C 5.196 -1.536 -2.327
O 6.411 -1.295 -3.126
C 7.523 -1.021 -2.479
O 7.651 -1.005 -1.272
C 8.660 -0.703 -3.421
C 9.954 -1.457 -3.064
B 2.251 -3.597 -1.924
N 1.028 -4.404 -2.209
O 3.344 -4.271 -1.404
H -3.522 2.505 6.558
H -3.451 3.212 4.943
H -4.663 3.767 6.088
H -5.964 2.319 4.774
H -5.448 1.227 6.064
H -3.590 1.329 3.721
H -4.054 0.008 4.756
H -4.765 -0.149 2.327
H -5.955 -0.561 3.532
H -6.876 0.777 1.644
H -7.143 1.524 3.198
H -5.199 3.114 2.688
H -6.590 3.198 1.624
H -4.869 3.309 0.117
H -5.313 1.605 0.050
H -3.104 2.540 1.896
H -3.281 0.952 1.123
H -2.893 3.233 -0.755
H -1.517 2.875 0.309
H -2.872 0.730 -1.355
H -1.526 1.670 -1.957
H -1.466 -0.642 -0.194
H -0.771 0.712 0.660
H 0.324 0.637 -2.047
H 1.183 0.456 -0.507
H 0.613 -1.956 -0.494
H -0.173 -1.749 -2.095
H 3.009 -1.356 -1.010
H 2.378 -0.175 -2.629
H 1.643 -1.874 -3.639
H 4.039 -1.076 -4.056
H 4.114 -2.809 -3.654
H 5.040 -0.656 -1.696
H 5.401 -2.385 -1.670
H 8.824 0.374 -3.338
H 8.355 -0.899 -4.447
H 10.268 -2.116 -3.875
H 9.813 -2.059 -2.165
H 10.779 -0.772 -2.860
H 1.244 -5.375 -2.428
H 0.357 -4.395 -1.450
H 3.090 -5.180 -1.197

Summary:
Highest occupied orbital energy, eV: -2.91
LUMO level, eV: 2.50
Largest force on an atom, hartree/bohr: 0.01111
Molar mass, g/mol: 362.3
Net charge: -1

Entry 5:
ORCA calculation (ωB97M-V/def2-TZVPD) on a gas-phase ion, C4H12N3 (charge +1) at a distorted geometry.

Geometry (Å):
C -1.763 -0.533 -0.947
C -0.442 -0.996 -0.307
C 0.281 0.039 0.480
C 0.794 -0.146 1.700
N 1.900 0.573 2.171
N 0.770 1.189 -0.343
N -1.729 -0.348 -2.420
H -2.512 -1.286 -0.739
H -2.153 0.444 -0.645
H -0.715 -1.749 0.424
H 0.200 -1.437 -1.073
H 0.207 -0.770 2.372
H 2.789 0.196 1.862
H 1.899 0.569 3.183
H 1.723 1.457 -0.107
H 0.695 0.940 -1.332
H 0.127 1.980 -0.249
H -2.299 -0.973 -2.970
H -0.827 -0.347 -2.875

Summary:
Highest occupied orbital energy, eV: -12.68
LUMO level, eV: -3.44
SMILES string: N/C=C(\[NH3+])CCN
Largest force on an atom, hartree/bohr: 0.03814
Molar mass, g/mol: 102.2
Energy relative to the best compared isomer or geometry (same formula, charge and spin), kJ/mol: 241.0
Net charge: +1

Please write out number 5 again, unchanged.
ORCA calculation (ωB97M-V/def2-TZVPD) on a gas-phase ion, C4H12N3 (charge +1) at a distorted geometry.

Geometry (Å):
C -1.763 -0.533 -0.947
C -0.442 -0.996 -0.307
C 0.281 0.039 0.480
C 0.794 -0.146 1.700
N 1.900 0.573 2.171
N 0.770 1.189 -0.343
N -1.729 -0.348 -2.420
H -2.512 -1.286 -0.739
H -2.153 0.444 -0.645
H -0.715 -1.749 0.424
H 0.200 -1.437 -1.073
H 0.207 -0.770 2.372
H 2.789 0.196 1.862
H 1.899 0.569 3.183
H 1.723 1.457 -0.107
H 0.695 0.940 -1.332
H 0.127 1.980 -0.249
H -2.299 -0.973 -2.970
H -0.827 -0.347 -2.875

Summary:
Highest occupied orbital energy, eV: -12.68
LUMO level, eV: -3.44
SMILES string: N/C=C(\[NH3+])CCN
Largest force on an atom, hartree/bohr: 0.03814
Molar mass, g/mol: 102.2
Energy relative to the best compared isomer or geometry (same formula, charge and spin), kJ/mol: 241.0
Net charge: +1

The lowest largest force on an atom belongs to which entry? C18H42BNO3P

Look up the largest force on an atom of the second one. 0.07492 hartree/bohr

What is the largest force on an atom in the second record? 0.07492 hartree/bohr